Entry from the OMol25 dataset: a molecular structure, C5H13NO at a distorted geometry (ωB97M-V/def2-TZVPD).

XYZ file:
```
20
Properties=species:S:1:pos:R:3:mulliken_charge:R:1
C 0.66762 0.33476 -0.22475 0.67
C 0.54219 -1.09862 -0.17905 -0.19
C 1.08452 1.05624 -1.47427 -1.47
C 1.02801 1.02973 1.05900 -1.48
C -2.08672 0.04390 0.49229 -0.66
N -0.87801 -1.33769 0.79050 -0.59
O 0.37016 -1.78290 -1.39052 -0.50
H -0.15216 -1.20428 -1.96168 0.33
H 1.33816 -1.63837 0.35483 0.38
H -1.26145 -2.24331 0.52440 0.36
H -0.65515 -1.34148 1.78249 0.37
H 2.17456 1.22156 -1.52763 0.26
H 0.78692 0.55414 -2.39617 0.32
H 0.62623 2.04918 -1.48502 0.30
H 0.91798 2.11583 0.99158 0.31
H 2.07442 0.83440 1.34554 0.34
H 0.40366 0.69847 1.89353 0.33
H -2.93391 -0.45197 0.96080 0.37
H -1.80357 0.95033 1.00870 0.28
H -2.24345 0.21009 -0.56459 0.27
```

Output
molecular weight	103.2	u
calculated total energy	-328.12974	Eh


Entry from the OMol25 dataset: 2 unconnected molecules or ions with the total composition C5H13NO at a distorted geometry (ωB97M-V/def2-TZVPD).

XYZ file:
```
20
Properties=species:S:1:pos:R:3:mulliken_charge:R:1
C 0.47462 -0.98274 0.70230 -0.46
C -0.30543 -0.73713 -0.64383 -0.71
C -1.25733 0.43032 -0.61299 0.54
C -1.07561 1.53567 -1.33872 -0.85
C -2.49186 0.17517 0.23229 -1.23
N 0.68037 0.27149 1.43944 -0.57
H -0.05767 -1.80657 1.17714 0.29
H 1.46988 -1.29953 0.41443 0.26
H 0.39954 -0.56313 -1.46369 0.32
H -0.88967 -1.63002 -0.88375 0.32
H -1.71311 2.37348 -1.08392 0.28
H -0.29939 1.60121 -2.08576 0.29
H -2.33174 -0.56385 1.01477 0.29
H -3.25850 -0.15909 -0.46623 0.32
H -2.84433 1.06752 0.74866 0.38
H 0.25416 1.04980 0.95373 0.30
H 0.33533 0.31476 2.38321 0.23
H 4.08806 -0.01686 0.50787 0.33
H 4.13959 -0.60369 -0.88045 0.31
O 4.68310 -0.45681 -0.11449 -0.65
```

Output
molecular weight	103.2	u
SMILES string	C=C(C)CCN.O
calculated total energy	-328.25945	Eh


Entry from the OMol25 dataset: 2 unconnected molecules or ions with the total composition C5H13NO at a distorted geometry (ωB97M-V/def2-TZVPD).

XYZ file:
```
20
Properties=species:S:1:pos:R:3:mulliken_charge:R:1
C -0.64584 -0.55837 0.19090 0.78
C 0.16761 1.62910 0.76758 -0.35
C 1.72268 1.09597 -1.59067 -0.56
C 0.46338 -1.44322 0.75204 -1.33
C -1.98219 -1.27601 0.12047 -1.55
N -0.76502 0.66551 0.97756 -0.30
O 0.45467 1.45931 -1.14397 -0.63
H -1.71200 1.02924 0.98316 0.28
H -0.28604 -0.11265 -0.83766 0.19
H 1.18673 1.31675 0.97107 0.26
H -0.15239 2.62999 1.04421 0.32
H 1.83210 0.00224 -1.70857 0.23
H 1.91209 1.56416 -2.56266 0.26
H 2.53999 1.41155 -0.91500 0.20
H -2.75085 -0.63692 -0.31851 0.41
H 1.43062 -0.94273 0.73533 0.32
H 0.54379 -2.34760 0.14961 0.34
H 0.24548 -1.72696 1.78358 0.37
H -1.89073 -2.16099 -0.50805 0.38
H -2.31407 -1.59835 1.10960 0.37
```

Output
molecular weight	103.2	u
calculated total energy	-328.21065	Eh


Entry from the OMol25 dataset: 2 unconnected molecules or ions with the total composition C5H13NO at a distorted geometry (ωB97M-V/def2-TZVPD).

XYZ file:
```
20
Properties=species:S:1:pos:R:3:mulliken_charge:R:1
C -0.77487 -0.76778 -1.50322 -0.64
N -2.00789 -0.25792 -0.79367 -0.23
C -2.27867 1.12621 -1.18199 -0.91
C -1.74929 -0.41666 0.63670 -0.68
C -0.21910 -0.30222 0.80558 -0.55
C 0.38903 -0.67127 -0.51997 -0.47
H -1.06399 -1.74659 -1.88400 0.32
H -0.74251 -0.14825 -2.39770 0.32
H -1.46596 1.81317 -0.86768 0.33
H -2.41164 1.14609 -2.25627 0.35
H -3.12408 1.52410 -0.62156 0.32
H -2.27886 0.36047 1.19551 0.34
H -2.22453 -1.33567 0.98520 0.33
H 0.00700 0.72409 1.10262 0.25
H 0.05184 -0.81725 1.73229 0.38
H 0.93136 -1.61844 -0.50078 0.27
H 1.13154 0.04782 -0.86341 0.27
H 6.10708 0.19104 1.61322 0.31
H 5.42689 0.65064 2.83385 0.31
O 6.29664 0.49842 2.48531 -0.63
```

Output
molecular weight	103.2	u
SMILES string	CN1CCCC1.O
calculated total energy	-328.26419	Eh


Entry from the OMol25 dataset: 2 unconnected molecules or ions with the total composition C5H13NO at a distorted geometry (ωB97M-V/def2-TZVPD).

XYZ file:
```
20
Properties=species:S:1:pos:R:3:mulliken_charge:R:1
C 2.37195 -0.72206 0.28734 -1.11
C 1.13730 -1.55345 -0.12186 -0.56
C -0.03630 -0.70535 -0.47162 0.98
C -1.13657 -0.67259 0.32348 -0.63
N -2.28195 0.10666 0.06354 -0.56
C 0.06719 0.22593 -1.74515 -1.64
H 2.63285 0.08870 -0.35308 0.34
H 3.19631 -1.36774 0.52688 0.38
H 2.17913 -0.36634 1.33731 0.25
H 0.88841 -2.20151 0.75799 0.27
H 1.48920 -2.01213 -1.17785 0.24
H -1.32352 -1.39495 1.10539 0.34
H -2.26484 0.53748 -0.84326 0.22
H -3.14132 -0.45693 0.12318 0.25
H 0.99880 -0.12082 -2.13923 0.42
H -0.77297 0.14244 -2.45268 0.45
H 0.20722 1.22025 -1.56701 0.37
H 0.33671 2.04534 1.80690 0.30
H -0.94914 2.16365 0.87649 0.35
O -0.24058 2.69264 1.49013 -0.66
```

Output
molecular weight	103.2	u
SMILES string	CC/C(C)=C/N.O
calculated total energy	-328.24525	Eh


Entry from the OMol25 dataset: 2 unconnected molecules or ions with the total composition C5H13NO at a distorted geometry (ωB97M-V/def2-TZVPD).

XYZ file:
```
20
Properties=species:S:1:pos:R:3:mulliken_charge:R:1
C -2.62593 -0.83560 -0.96452 -1.36
C -1.81548 0.16006 -0.19929 -0.18
C -0.72516 -0.17104 0.50253 -0.25
N 0.29691 0.65558 0.95176 -0.13
C 1.55722 0.15607 1.44692 -0.33
C 2.74207 0.96726 0.94208 -1.16
H -3.62511 -0.94782 -0.51765 0.39
H -2.83217 -0.49420 -1.97570 0.33
H -2.24144 -1.85108 -0.92467 0.33
H -2.21432 1.16455 -0.09081 0.33
H -0.51708 -1.22616 0.68279 0.29
H 0.00010 1.57147 1.25423 0.22
H 1.60340 -0.86268 1.07571 0.27
H 1.62547 0.12075 2.53768 0.29
H 3.65061 0.61933 1.42562 0.36
H 2.61143 2.04339 1.00927 0.32
H 2.86589 0.76761 -0.12275 0.27
H -0.38642 -1.35347 -2.21142 0.31
H 0.13851 0.10262 -2.10162 0.34
O -0.10850 -0.58664 -2.72016 -0.65
```

Output
molecular weight	103.2	u
SMILES string	C/C=C/NCC.O
calculated total energy	-328.25834	Eh


Entry from the OMol25 dataset: 2 unconnected molecules or ions with the total composition C5H13NO at a distorted geometry (ωB97M-V/def2-TZVPD).

XYZ file:
```
20
Properties=species:S:1:pos:R:3:mulliken_charge:R:1
C 0.60263 2.39009 0.90967 -0.75
C -0.66047 1.75735 1.34656 -0.76
H 0.84914 3.28118 1.46532 0.35
H 1.43541 1.80142 0.93037 0.27
H 0.31973 2.70347 -0.12867 0.21
H -0.96810 0.70073 0.92966 0.04
H -1.54499 2.32375 1.32529 0.39
H -0.77313 1.38792 2.38748 0.29
C -0.29365 -0.74729 -0.92510 0.00
C -1.31924 -1.85480 -0.90504 -1.24
C 0.85371 -1.25887 -0.09098 0.42
O 0.80096 -1.29392 1.16557 -0.62
N 1.94147 -1.64904 -0.84490 -0.44
H -0.07825 -0.47686 -1.95764 0.42
H -0.61805 0.18365 -0.50805 -0.05
H -2.07861 -1.59097 -1.79084 0.27
H 2.71886 -1.67002 -0.34523 0.26
H 2.04623 -1.23227 -1.75086 0.23
H -2.20727 -1.86426 -0.28706 0.37
H -1.02637 -2.89127 -0.92555 0.33
```

Output
molecular weight	103.2	u
SMILES string	CCC(N)=O.CC
calculated total energy	-328.24492	Eh


Entry from the OMol25 dataset: 2 unconnected molecules or ions with the total composition C5H13NO at a distorted geometry (ωB97M-V/def2-TZVPD).

XYZ file:
```
20
Properties=species:S:1:pos:R:3:mulliken_charge:R:1
C 0.16300 1.75174 0.61092 -1.36
C -0.89566 0.77796 0.01823 0.43
C -0.91213 -0.62471 0.70895 -0.74
C 0.51818 -1.29233 0.80641 -0.02
C 0.77051 -2.53395 0.39876 -0.91
N -2.31407 1.34502 -0.08007 -0.70
H 0.50191 2.71617 0.17752 0.34
H 1.07253 1.24139 0.76115 0.35
H -0.10875 1.90861 1.70298 0.33
H -0.61736 0.56333 -1.05029 0.20
H -1.47712 -0.64447 1.70491 0.24
H -1.44489 -1.33790 0.04362 0.31
H 1.28972 -0.66221 1.08764 0.42
H 1.74613 -2.92027 0.19387 0.26
H -0.02599 -3.26553 0.19783 0.25
H -2.32112 1.82477 -1.13764 0.31
H -2.40317 2.26718 0.60884 0.30
H 2.55785 -0.09424 -1.62887 0.31
H 1.88587 -0.29766 -3.00610 0.30
O 2.01457 -0.72290 -2.11866 -0.62
```

Output
molecular weight	103.2	u
SMILES string	C=CC[C@H](C)N.O
calculated total energy	-328.21393	Eh


Entry from the OMol25 dataset: 2 unconnected molecules or ions with the total composition C5H13NO at a distorted geometry (ωB97M-V/def2-TZVPD).

XYZ file:
```
20
Properties=species:S:1:pos:R:3:mulliken_charge:R:1
C 1.32820 0.78547 -1.82041 -1.09
N 0.20327 0.09560 -1.24756 -0.18
C -0.11221 0.16315 0.14026 0.59
C -0.24339 -0.96367 0.91704 -0.27
C 0.49654 -1.28244 2.18001 -1.02
C 0.19689 1.46007 0.80270 -1.21
H 1.32146 1.88868 -1.77696 0.29
H 2.24159 0.39394 -1.35370 0.29
H 1.23845 0.73131 -2.90749 0.37
H -0.32813 -0.47991 -1.86490 0.19
H -1.01975 -1.67383 0.63038 0.34
H 1.16271 -2.11695 1.95049 0.24
H 1.06182 -0.45785 2.60740 0.34
H -0.18946 -1.68345 2.95001 0.27
H -0.49577 2.00302 1.45212 0.33
H 0.56919 2.18339 0.07565 0.29
H 0.96242 1.25723 1.56142 0.25
H -3.55059 -0.61053 -1.24644 0.30
H -2.11158 -0.62421 -1.80991 0.27
O -2.73165 -1.06900 -1.24008 -0.59
```

Output
molecular weight	103.2	u
SMILES string	C/C=C(\C)NC.O
calculated total energy	-328.19048	Eh


Entry from the OMol25 dataset: C5H13NO in the gas phase at a distorted geometry (ωB97M-V/def2-TZVPD).

XYZ file:
```
20
Properties=species:S:1:pos:R:3:mulliken_charge:R:1
C 1.36192 -0.02512 -1.54219 -0.63
O 2.27067 1.05601 -1.55614 -0.53
C 1.19054 -0.68927 -0.17045 -0.43
C 0.59412 0.17653 0.91959 -0.74
C -0.68028 0.89097 0.51643 -0.45
C -1.81551 -0.04853 0.02161 -0.70
N -2.18903 -1.06737 0.99503 -0.64
H 0.38313 0.26035 -1.93314 0.25
H 1.69992 -0.79609 -2.22951 0.39
H 1.98022 1.69561 -0.89666 0.33
H 0.69594 -1.63751 -0.36569 0.29
H 2.19711 -1.00994 0.11177 0.35
H 0.46756 -0.44233 1.81130 0.31
H 1.33708 0.90899 1.22174 0.34
H -1.13860 1.45568 1.33744 0.38
H -0.44388 1.62936 -0.24921 0.24
H -2.68466 0.59647 -0.12517 0.35
H -1.49156 -0.57067 -0.88390 0.33
H -1.42578 -1.72664 1.09869 0.27
H -2.30891 -0.65649 1.91847 0.26
```

Output
molecular weight	103.2	u
SMILES string	NCCCCCO
calculated total energy	-328.28415	Eh